Entry 1:
64
Properties=species:S:1:pos:R:3:forces:R:3 method="wB97M-V/def2-TZVPD" de_lowest_kj_mol=98.8 e_tot_ha=-6938.971193 total_charge=+3 homo_lumo_gap_ev="4.54 / 4.85" multiplicity=1 lumo_ev="-10.9838 / -10.6437"
Tl 0.18994 -1.33736 0.65537 0.85 0.05 -0.43
C -0.68509 0.07315 3.96494 -0.04 0.16 -0.31
O -0.67673 0.59599 2.61302 0.57 -0.69 0.19
C -1.59686 1.53786 2.30853 -0.53 0.60 -0.51
C -2.51398 2.03255 3.22729 0.25 -0.21 -0.05
C -3.48053 2.93586 2.82662 -0.03 0.32 -0.66
Br -4.71144 3.57656 4.05546 -0.32 0.14 0.35
C -3.53175 3.38239 1.51427 -0.22 0.01 0.52
C -2.57987 2.95286 0.59214 0.43 -0.31 -0.16
C -1.61186 1.99861 0.97527 -0.51 0.21 0.82
O -0.70261 1.41787 0.14394 0.33 -0.11 -0.46
C -2.68477 3.55110 -0.73185 0.06 -0.21 0.25
N -3.88370 3.85647 -1.27218 0.24 -0.11 0.09
C -3.61866 4.39303 -2.45614 -0.12 0.18 -0.31
C -4.54757 4.90846 -3.42903 0.17 -0.30 0.45
C -4.02302 5.47496 -4.54165 0.41 0.10 -0.31
C -2.60931 5.54101 -4.72937 0.08 -0.10 0.22
C -1.66841 5.05291 -3.77743 -0.07 0.37 -0.65
C -2.19727 4.46016 -2.68370 -0.30 -0.12 0.49
N -1.63632 3.86949 -1.54386 -0.32 0.13 -0.27
H -0.42203 0.85841 4.67028 0.01 0.02 0.04
H 0.06911 -0.70722 3.99078 0.04 -0.02 -0.01
H -1.66008 -0.34787 4.20592 -0.01 -0.02 0.01
H -2.49085 1.71393 4.26050 -0.03 0.01 -0.07
H -4.29115 4.08936 1.20222 0.08 -0.07 0.05
H -0.87725 1.64831 -0.77744 -0.04 0.01 -0.01
H -5.61388 4.83168 -3.26470 0.03 0.00 0.10
H -4.67750 5.88044 -5.30312 0.12 -0.01 0.00
H -2.22990 5.97316 -5.64832 -0.01 0.05 0.08
H -0.60194 5.18013 -3.92730 -0.12 -0.06 -0.10
H -0.68126 4.02089 -1.24687 -0.09 -0.09 0.09
C 1.70507 -2.95630 -3.58307 -0.10 0.04 0.04
C 0.96084 -2.41526 -2.53014 -0.04 0.00 0.04
N 1.52220 -1.92868 -1.43234 -0.64 -0.19 -0.02
C 2.86463 -1.95026 -1.31467 -0.09 0.00 0.01
C 3.68893 -2.47651 -2.31253 0.17 -0.06 -0.16
C 3.06915 -2.99046 -3.46703 0.17 -0.06 -0.05
C 5.11874 -2.47716 -2.14294 -0.16 -0.06 -0.16
C 5.67601 -1.96792 -1.03047 0.04 0.09 0.20
C 4.85175 -1.41997 0.01441 0.23 0.01 -0.01
C 5.39446 -0.87911 1.19492 0.15 -0.05 -0.05
C 4.56629 -0.36286 2.15767 -0.09 0.03 0.00
C 3.18703 -0.40270 1.93789 -0.04 0.03 -0.01
N 2.65418 -0.91487 0.83540 -0.36 0.06 0.67
C 3.46086 -1.41348 -0.12287 -0.10 0.02 0.10
H 1.20057 -3.34230 -4.45872 0.01 0.02 0.05
H -0.12199 -2.38563 -2.58617 0.03 -0.01 0.02
H 3.68398 -3.41597 -4.25327 -0.05 0.04 0.03
H 5.73360 -2.89360 -2.93271 -0.05 0.03 0.04
H 6.75239 -1.95951 -0.90097 -0.08 0.00 0.01
H 6.47098 -0.87977 1.33011 -0.07 0.02 0.00
H 4.95631 0.06362 3.07200 -0.03 -0.01 -0.03
H 2.50205 0.00066 2.67785 0.03 -0.05 -0.07
Br -2.67428 -2.91839 0.49955 0.16 0.01 0.06
C -1.46626 -4.01115 1.47857 -0.08 0.25 -0.22
C -1.86637 -5.26252 1.89338 0.08 -0.12 0.14
C -0.94146 -6.02742 2.59413 -0.12 -0.09 -0.01
C 0.32353 -5.51664 2.85001 0.01 0.02 -0.02
C 0.63141 -4.25463 2.38728 -0.01 0.21 -0.10
N -0.25683 -3.50502 1.70155 0.21 -0.23 0.17
H -2.86254 -5.62257 1.68127 0.02 -0.01 -0.01
H -1.21148 -7.02117 2.93508 0.01 0.09 -0.02
H 1.06298 -6.08933 3.39464 -0.04 0.05 -0.03
H 1.60976 -3.81828 2.55859 -0.07 0.02 -0.05

***

Entry 2:
112
Properties=species:S:1:pos:R:3:forces:R:3 method="wB97M-V/def2-TZVPD" de_lowest_kj_mol=75.3 e_tot_ha=-1984.199569 smiles=COC[C@H](C)N.COC[C@H](C)N.COC[C@H](C)N.COC[C@H](C)N.COC[C@H](C)N.CCO.CCO.O.O.O total_charge=0 homo_lumo_gap_ev=9.22 multiplicity=1 lumo_ev=0.3669
C 18.70905 5.70124 1.12071 0.94 1.07 0.82
O 18.95289 4.33661 0.98224 -1.09 -0.72 -0.62
C 20.07410 4.00604 0.21908 1.08 0.40 0.31
C 20.40154 2.51142 0.28083 -0.04 0.66 0.42
C 20.88600 2.12032 1.67305 0.23 -1.56 -0.21
N 21.49907 2.33387 -0.64900 0.66 -0.36 -0.27
H 17.83677 5.90400 1.73949 -0.32 -0.52 -0.28
H 18.64635 6.28922 0.19929 -0.19 -0.38 -0.27
H 19.53021 6.14350 1.71144 0.15 0.06 -0.17
H 20.10219 4.31765 -0.83749 -0.96 0.10 -0.03
H 20.91966 4.58261 0.63165 0.23 -0.35 0.08
H 19.53355 1.90260 -0.00319 -0.19 0.23 0.18
H 20.09924 2.01073 2.41829 -0.03 0.82 0.05
H 21.76669 2.68584 1.97328 -0.36 0.46 0.20
H 21.26815 1.08722 1.64852 0.00 0.04 -0.33
H 21.75755 1.35550 -0.70955 0.06 0.08 0.03
H 21.28838 2.64345 -1.58960 -0.19 0.01 0.05
C 22.49860 9.15304 -3.47470 -1.22 -0.09 0.49
O 22.93015 7.85029 -3.78410 0.60 0.43 -0.13
C 24.31391 7.78325 -4.06372 0.12 0.12 -0.54
C 24.78447 6.32987 -4.05478 0.46 0.25 1.18
C 24.72571 5.81130 -2.62912 -0.36 -0.40 1.33
N 26.14565 6.30171 -4.57492 -0.83 0.37 -0.71
H 22.70568 9.45970 -2.44340 0.34 -0.26 0.10
H 21.41258 9.07377 -3.54660 -0.07 0.36 -0.04
H 22.82871 9.98037 -4.10759 0.30 -0.37 -0.46
H 24.56666 8.25166 -5.02350 -0.34 -0.21 -0.24
H 24.89243 8.39217 -3.35514 -0.02 -0.30 0.41
H 24.10671 5.68459 -4.61214 0.15 0.28 -0.60
H 25.06989 4.78354 -2.48665 0.20 0.03 -0.44
H 23.72248 5.80139 -2.18985 -0.14 0.21 -0.38
H 25.30260 6.42235 -1.92569 0.21 0.12 -0.27
H 26.34856 5.52078 -5.16862 0.35 -0.16 0.21
H 26.85044 6.56429 -3.91124 0.18 -0.35 0.08
C 18.80788 8.38439 -2.43100 -0.24 0.62 -0.44
O 17.56521 8.00058 -1.89453 -0.13 -0.90 0.43
C 16.69582 9.02575 -1.43447 0.87 0.06 -0.38
C 16.23208 9.85552 -2.61430 -1.13 1.00 -0.64
C 15.44898 11.10452 -2.18090 0.78 0.21 0.23
N 15.39509 9.11850 -3.58444 0.29 -1.46 0.38
H 18.72270 8.65164 -3.49136 -0.06 -0.11 -0.09
H 19.50176 7.54950 -2.36243 -0.02 -0.05 0.21
H 19.22116 9.27910 -1.95188 0.06 -0.14 0.33
H 15.85654 8.55145 -0.92822 -0.05 -0.17 -0.23
H 17.19547 9.58252 -0.63139 0.05 0.44 -0.30
H 17.07597 10.17514 -3.23134 0.21 0.08 0.36
H 16.12982 11.94399 -2.00849 0.04 -0.13 0.30
H 14.91697 10.91074 -1.24803 -0.27 0.15 -0.12
H 14.79058 11.45695 -2.97136 -0.24 -0.32 0.04
H 15.99480 8.36363 -3.93271 -0.06 0.31 -0.37
H 14.68633 8.53848 -3.11285 0.10 0.73 0.04
C 22.89454 14.35040 1.80648 0.63 0.41 0.24
O 22.03060 13.29858 2.15744 0.11 -0.24 -0.44
C 21.58185 12.56364 0.99158 0.23 0.41 0.90
C 20.06644 12.75826 0.79714 1.03 0.45 0.06
C 19.63481 12.26732 -0.57010 -1.07 -1.35 0.03
N 19.65879 14.14776 0.97262 0.11 0.25 -0.32
H 22.36177 15.13159 1.25739 0.14 0.01 -0.19
H 23.78610 14.01744 1.25946 -0.34 -0.19 -0.43
H 23.35733 14.81982 2.67981 -0.60 -0.19 0.34
H 22.14960 12.90216 0.12149 -0.08 0.00 -0.13
H 21.84438 11.52593 1.20592 -0.15 -0.15 -0.29
H 19.60941 12.16793 1.59552 -0.38 0.07 -0.22
H 19.53480 11.17662 -0.50453 0.04 0.00 -0.14
H 20.22992 12.43067 -1.47017 0.47 0.55 0.41
H 18.62477 12.62263 -0.78226 0.02 0.10 0.05
H 19.93811 14.50366 1.87892 0.03 -0.20 0.11
H 20.17682 14.70719 0.29732 -0.23 0.07 -0.02
C 16.65264 14.69532 -3.63562 -0.40 0.56 1.04
O 17.41004 15.30813 -4.64206 -0.15 -0.20 -0.18
C 18.27365 16.31402 -4.12636 0.12 -1.10 -0.53
C 18.89515 17.01023 -5.31415 -0.69 1.97 -0.41
C 20.02023 16.29030 -6.05444 -1.26 -0.17 0.27
N 19.34561 18.32987 -4.85624 1.24 -0.42 0.29
H 15.84120 14.05785 -3.98279 0.46 -0.19 -0.69
H 16.11403 15.45951 -3.05397 0.18 0.09 0.10
H 17.27981 14.14817 -2.92351 0.05 -0.15 -0.08
H 17.69714 16.99695 -3.49831 0.01 0.21 -0.01
H 19.05976 15.84685 -3.52028 -0.01 0.05 0.21
H 18.07943 17.20737 -6.02434 -0.09 -0.55 -0.05
H 20.71826 15.91160 -5.31066 0.41 0.01 -0.36
H 20.44283 16.94557 -6.81377 0.40 0.14 0.31
H 19.55101 15.48930 -6.62927 0.24 -0.33 0.25
H 19.67610 18.92903 -5.59294 -0.11 0.09 0.00
H 18.80406 18.81758 -4.16704 -0.37 -0.03 -0.13
C 14.68231 9.04235 1.57861 0.40 0.85 0.22
C 16.15107 8.81218 1.98163 -1.58 -0.83 -0.31
O 16.91850 10.00026 1.89556 0.21 -0.36 -0.33
H 14.58223 9.54404 0.61400 0.26 0.20 0.08
H 14.25840 9.68971 2.34839 -0.41 -0.04 -0.20
H 14.09648 8.13157 1.46202 0.25 -0.21 0.44
H 16.48793 8.01052 1.31245 0.58 0.14 0.22
H 16.12760 8.46313 3.02111 0.26 -0.21 -0.14
H 17.82632 9.67898 1.83482 0.01 0.43 0.09
C 20.55619 8.58878 -7.68825 1.54 0.71 -0.33
C 19.79709 8.64197 -6.38067 0.28 -1.58 -0.93
O 18.50645 8.08790 -6.69672 -0.45 0.93 0.88
H 20.76511 7.55487 -7.96840 -0.21 -0.01 -0.05
H 21.54017 9.08040 -7.65446 -0.03 -0.15 0.40
H 20.08672 9.10016 -8.52850 -0.57 -0.15 0.22
H 19.78973 9.62453 -5.91196 -0.74 0.07 -0.25
H 20.28657 7.96232 -5.67351 0.12 0.23 0.13
H 18.60227 7.13670 -6.77416 0.09 -0.03 0.02
O 13.24005 7.17916 -3.07689 -0.36 -0.29 0.11
H 13.06403 6.35304 -2.60861 -0.01 0.11 -0.03
H 12.37868 7.45882 -3.41386 0.16 0.03 -0.03
O 15.06122 6.19917 -0.79375 -0.27 -0.09 -0.05
H 14.83648 6.94346 -1.36512 0.06 -0.10 -0.02
H 15.22924 5.47081 -1.40215 0.17 0.07 0.09
O 12.97810 9.31062 -6.02904 -0.08 -0.02 0.21
H 13.20838 10.16537 -6.40610 0.03 -0.06 0.03
H 13.50874 9.25342 -5.22121 0.22 0.07 -0.14

***

Entry 3:
45
Properties=species:S:1:pos:R:3:forces:R:3 method="wB97M-V/def2-TZVPD" de_lowest_kj_mol=249.5 e_tot_ha=-919.891875 smiles=C[C@H](N)CN(C)C.O.O.O.O.O.O.O.O total_charge=0 homo_lumo_gap_ev=9.26 multiplicity=1 lumo_ev=0.3659
C 2.69263 -0.70803 -0.23441 -0.82 -0.34 -1.20
C 1.78650 0.49402 -0.00062 -0.29 1.58 0.95
N 1.62731 0.65742 1.45186 -0.03 -0.53 0.35
C 0.42585 0.56843 -0.82131 1.79 -1.75 0.80
N 0.62636 0.31775 -2.25983 0.42 1.23 0.68
C 1.74449 1.14608 -2.81933 -0.87 -1.25 -0.49
C -0.61536 0.57637 -2.96465 0.16 -1.16 -1.31
H 2.63363 -0.87879 -1.31228 0.60 -0.15 -0.05
H 3.71562 -0.57142 0.09476 0.08 0.34 -0.03
H 2.36054 -1.66483 0.19194 -0.39 0.42 0.31
H 2.32071 1.43539 -0.24541 0.12 -0.71 -0.32
H 0.94580 1.33837 1.75189 0.15 0.30 -0.44
H 1.35152 -0.20563 1.90660 -0.03 -0.11 -0.27
H -0.13888 -0.28334 -0.44323 -0.32 0.16 -0.04
H -0.09120 1.49403 -0.52902 0.09 0.12 -0.34
H 2.55411 0.47700 -3.10090 0.30 0.05 0.13
H 2.12057 1.88813 -2.12331 -0.16 0.29 -0.22
H 1.37536 1.55106 -3.76132 0.23 0.51 0.13
H -1.42309 0.10013 -2.43268 -0.50 0.49 0.64
H -0.76174 1.63101 -3.24258 -0.33 -0.13 0.40
H -0.66753 -0.02558 -3.89805 0.47 0.56 0.09
O -2.73955 -3.08819 2.19934 -0.02 -0.04 -0.92
H -3.15114 -2.37267 1.68517 -0.11 -0.18 0.27
H -2.18701 -3.53130 1.51233 -0.47 -0.18 0.65
O -1.39655 1.51327 2.02635 0.19 0.19 0.07
H -1.16354 0.57087 2.10884 -0.01 0.26 0.06
H -0.66036 2.01887 2.43035 -0.37 -0.30 -0.03
O -0.62296 -3.98000 0.76516 -0.03 -0.32 -0.18
H 0.17264 -4.18065 1.26618 0.00 -0.05 -0.07
H -0.45159 -4.22965 -0.16073 0.23 0.38 0.23
O 0.43787 3.56141 2.73169 0.23 -0.43 0.78
H -0.20565 4.01982 2.15240 1.63 0.20 -0.19
H 1.37271 3.82453 2.62758 -1.12 0.11 -0.35
O -1.12487 4.16766 0.65897 -0.60 -0.43 0.33
H -1.09841 3.24356 0.35354 0.12 0.26 -0.01
H -1.70748 4.06433 1.43184 -0.39 0.25 -0.56
O -2.45655 -0.82492 -0.03683 -0.30 -0.15 -0.23
H -1.81846 -0.35534 0.50426 0.19 -0.07 0.33
H -2.90332 -0.10907 -0.48885 -0.35 0.09 -0.23
O 0.07102 -3.34849 -1.87131 -1.16 -0.20 -0.18
H 0.74326 -2.67367 -1.90075 0.39 0.55 0.00
H -0.77265 -2.85920 -1.95688 0.69 -0.25 0.05
O -0.78043 -1.27374 2.05880 0.50 0.03 0.00
H -0.97040 -1.40143 2.98697 -0.08 0.08 0.55
H -1.16976 -2.09356 1.70742 0.19 0.28 -0.14